Computed, not measured: C5H37NO15 as an isolated structure at a distorted geometry, with ωB97M-V/def2-TZVPD.

For the total energy, the calculation gives -1396.10931 hartree. Its spin multiplicity is 1. Its charge is -2. For the HOMO energy, the calculation gives -3.8 eV. For the LUMO energy, the calculation gives 0.176 hartree. The calculation puts the energy above the lowest of the compared OMol25 structures with the same formula, charge and spin at 134.1 kJ/mol. The orbital gap comes out at 8.62 eV.

Cartesian coordinates (Å):
C1 -0.063 0.515 2.880
O1 0.731 1.620 3.211
C2 -0.424 0.599 1.368
C3 0.401 -0.533 0.670
C4 0.915 -0.425 -0.753
C5 1.882 -1.533 -1.117
O2 1.232 -2.825 -1.236
N1 -1.856 0.547 1.156
H1 0.479 -0.410 3.116
H2 -0.955 0.511 3.525
H3 -0.140 1.604 1.056
H4 1.253 -0.816 1.280
H5 -0.226 -1.427 0.822
H6 0.158 -0.417 -1.541
H7 1.371 0.559 -0.895
H8 2.714 -1.724 -0.454
H9 2.282 -1.386 -2.127
H10 -2.285 -0.350 1.364
H11 -2.190 0.759 0.251
H12 4.401 2.321 1.356
H13 4.218 1.635 2.674
O3 4.873 1.739 1.970
H14 -2.306 0.935 -2.272
H15 -3.667 1.717 -2.114
O4 -2.735 1.737 -1.912
H16 -4.376 -2.467 -1.190
H17 -3.251 -3.219 -0.514
O5 -4.211 -3.209 -0.573
H18 -0.261 1.502 -4.836
H19 0.337 -2.667 -1.556
O6 -0.501 0.935 -5.579
H20 2.045 -0.097 4.953
H21 1.694 1.281 3.974
O7 2.483 0.630 4.523
H22 4.826 0.452 0.494
H23 3.709 -0.476 1.040
O8 4.356 -0.367 0.331
H24 -1.811 -1.792 -4.392
H25 -1.669 -2.970 -3.429
O9 -2.012 -2.764 -4.300
H26 2.124 2.609 2.163
H27 1.612 3.043 0.880
O10 2.442 3.077 1.369
H28 -1.457 -0.694 -0.911
H29 -1.973 -0.861 -2.300
O11 -2.164 -1.176 -1.385
H30 4.105 -1.513 3.343
H31 2.825 -0.750 3.025
O12 3.365 -1.501 2.735
H32 -1.188 0.376 -5.038
H33 -2.767 0.009 -4.718
O13 -2.188 -0.130 -3.961
H34 -1.674 3.452 3.030
H35 -0.269 2.833 3.438
O14 -0.885 3.625 3.548
H36 -4.325 -0.589 -2.898
H37 -4.269 -0.545 -1.423
O15 -4.737 -0.991 -2.127

Cartesian forces (eV/Å) of the 2 atoms listed first:
C 0.10 0.90 0.11
O 0.38 0.47 0.00

Atom charges from the natural (NBO) analysis, given in e for atoms 1 to 5:
1 C -0.047
2 O -0.911
3 C -0.061
4 C -0.434
5 C -0.446



Computed, not measured: a 14-piece molecular cluster, C5H38N10O14 overall at a distorted geometry, with ωB97M-V/def2-TZVPD.

For the total energy, the calculation gives -1814.48169 hartree. Its spin multiplicity is 1. For the HOMO energy, the calculation gives -9.3 eV. For the LUMO energy, the calculation gives -0.017 hartree. The calculation puts the energy above the lowest of the compared OMol25 structures with the same formula, charge and spin at 0.0 kJ/mol. The orbital gap comes out at 8.88 eV.

Cartesian coordinates (Å):
O1 -3.030 -2.844 -1.778
H1 -2.244 -2.531 -1.301
H2 -2.757 -3.679 -2.172
O2 -3.048 -2.834 1.405
H3 -3.644 -2.734 2.153
H4 -3.626 -3.016 0.647
O3 1.339 -3.626 -1.358
H5 1.439 -2.673 -1.308
H6 0.449 -3.780 -1.018
O4 -1.148 3.048 1.515
H7 -0.360 2.505 1.727
H8 -1.174 3.736 2.189
O5 1.491 1.898 -2.490
H9 0.974 2.299 -3.199
H10 1.126 2.271 -1.670
O6 3.569 2.531 0.779
H11 4.202 3.255 0.748
H12 2.690 2.954 0.727
O7 -2.087 0.137 4.174
H13 -2.342 -0.666 4.643
H14 -2.645 0.158 3.387
O8 -0.757 -4.339 0.665
H15 0.047 -4.268 1.193
H16 -1.244 -3.519 0.832
O9 1.134 3.606 -0.173
H17 0.210 3.487 0.120
H18 1.143 4.444 -0.648
C1 0.196 -0.273 -4.808
O10 -0.340 0.799 -4.538
N1 0.308 -0.715 -6.095
N2 0.578 -1.181 -3.862
H19 0.077 -0.030 -6.794
H20 0.842 -1.512 -6.380
H21 0.409 -1.050 -2.879
H22 1.280 -1.813 -4.204
C2 -0.287 -0.746 -0.142
O11 -0.625 -1.494 -1.074
N3 0.786 0.066 -0.198
N4 -1.132 -0.504 0.912
H23 1.405 0.027 -0.992
H24 0.982 0.695 0.570
H25 -1.890 -1.168 0.992
H26 -0.744 -0.151 1.772
C3 1.476 1.278 3.510
O12 1.076 1.492 2.347
N5 2.708 1.673 3.914
N6 0.650 0.769 4.451
H27 2.998 1.228 4.768
H28 3.339 2.142 3.292
H29 -0.304 0.508 4.177
H30 0.953 0.425 5.344
C4 4.667 -0.967 0.760
O13 5.424 -1.927 0.698
N7 3.916 -0.715 1.877
N8 4.440 -0.068 -0.256
H31 3.286 0.062 1.972
H32 4.129 -1.205 2.726
H33 5.021 -0.183 -1.066
H34 4.010 0.810 -0.006
C5 -5.324 1.124 -1.033
O14 -6.267 1.475 -0.328
N9 -5.296 1.351 -2.375
N10 -4.231 0.495 -0.524
H35 -6.118 1.736 -2.798
H36 -4.481 1.169 -2.930
H37 -3.408 0.252 -1.046
H38 -4.217 0.313 0.459

Cartesian forces (eV/Å) of the 2 atoms listed first:
O -0.18 -0.14 0.47
H 0.21 0.17 -0.42

Atom charges from the natural (NBO) analysis, given in e for atoms 1 to 5:
1 O -0.978
2 H 0.493
3 H 0.473
4 O -0.976
5 H 0.480



Computed, not measured: C5H38N2O12 as an isolated structure at a distorted geometry, with ωB97M-V/def2-TZVPD.

For the total energy, the calculation gives -1225.38362 hartree. Its spin multiplicity is 2. Its charge is -1. For the HOMO energy (spin up / spin down), the calculation gives 0.2 / -6.3 eV. For the LUMO energy (spin up / spin down), the calculation gives 0.086 / 0.084 hartree. The calculation puts the energy above the lowest of the compared OMol25 structures with the same formula, charge and spin at 908.1 kJ/mol. The orbital gap (spin up / spin down) comes out at 2.19 / 8.60 eV.

Cartesian coordinates (Å):
C1 -1.215 3.343 0.264
C2 -0.519 2.695 -0.925
N1 -0.282 1.275 -0.656
C3 0.396 0.645 -1.783
C4 0.617 -0.855 -1.557
N2 1.968 -1.199 -1.082
C5 2.166 -2.650 -1.099
H1 -1.476 4.383 0.047
H2 -2.134 2.806 0.518
H3 -0.569 3.344 1.148
H4 -1.185 2.769 -1.803
H5 0.377 3.272 -1.149
H6 0.292 1.221 0.180
H7 -0.237 0.753 -2.666
H8 1.373 1.098 -2.024
H9 0.368 -1.392 -2.481
H10 -0.105 -1.220 -0.807
H11 2.168 -0.763 0.430
H12 1.961 -3.080 -2.082
H13 1.498 -3.114 -0.365
H14 3.182 -2.902 -0.803
H15 -1.353 2.147 3.396
H16 -0.108 1.529 2.743
O1 -1.094 1.427 2.809
H17 -0.196 2.611 -3.365
H18 -0.415 1.106 -3.456
O2 -0.112 1.878 -3.982
H19 -1.659 -1.421 1.217
H20 -2.618 -0.411 0.671
O3 -2.605 -1.343 1.023
H21 2.674 -0.739 -1.647
H22 3.248 -0.916 1.661
O4 2.349 -0.617 1.452
H23 -1.320 -0.186 3.416
H24 -2.406 -1.205 3.231
O5 -1.551 -1.109 3.673
H25 -0.865 -3.369 0.750
H26 -2.074 -2.786 0.098
O6 -1.442 -3.512 -0.032
H27 0.845 -2.204 2.133
H28 -0.575 -2.269 2.787
O7 -0.004 -2.685 2.104
H29 2.044 1.759 3.533
H30 1.870 0.715 2.327
O8 1.593 1.605 2.679
H31 -1.820 1.454 1.209
H32 -1.487 1.287 -0.270
O9 -2.239 1.247 0.343
H33 -2.105 -0.044 -2.263
H34 -1.040 -1.116 -2.521
O10 -1.161 -0.142 -2.430
H35 -0.960 -3.410 -3.037
H36 -0.817 -3.064 -1.530
O11 -0.549 -2.775 -2.442
H37 3.269 1.346 0.446
H38 2.704 2.494 1.343
O12 3.337 2.286 0.630

Cartesian forces (eV/Å) of the 2 atoms listed first:
C 0.18 2.12 0.27
C -0.24 1.21 0.06

Atom charges from the natural (NBO) analysis, given in e for atoms 1 to 5:
1 C -0.690
2 C -0.235
3 N -0.632
4 C -0.160
5 C -0.247



Computed, not measured: a 13-piece molecular cluster, C5H38N2O12S overall at a distorted geometry, with ωB97M-V/def2-TZVPD.

For the total energy, the calculation gives -1623.53657 hartree. Its spin multiplicity is 2. Its charge is +1. For the HOMO energy (spin up / spin down), the calculation gives -12.7 / -12.7 eV. For the LUMO energy (spin up / spin down), the calculation gives -0.100 / -0.291 hartree. The calculation puts the energy above the lowest of the compared OMol25 structures with the same formula, charge and spin at 0.0 kJ/mol. The orbital gap (spin up / spin down) comes out at 9.99 / 4.77 eV.

Cartesian coordinates (Å):
C1 2.238 -1.271 -0.709
N1 1.031 -0.660 -0.068
C2 1.370 0.409 0.858
C3 -0.006 1.049 1.139
S1 -0.120 2.608 2.019
C4 1.837 -0.227 2.183
C5 1.845 -1.953 -2.051
N2 2.134 -1.236 -3.237
H1 2.823 -0.396 -0.983
H2 2.653 -1.922 0.050
H3 0.355 -1.338 0.275
H4 2.193 0.953 0.404
H5 -0.627 0.341 1.684
H6 -0.520 1.132 0.179
H7 0.849 3.314 1.412
H8 1.767 -1.318 2.262
H9 1.332 0.120 3.049
H10 2.914 -0.115 2.348
H11 2.299 -2.937 -2.056
H12 0.748 -1.922 -2.014
H13 3.106 -1.131 -3.527
H14 1.554 -0.392 -3.334
H15 -0.825 -4.385 2.131
H16 -0.010 -3.762 1.090
O1 -0.385 -3.544 1.950
H17 -0.665 4.032 -2.783
H18 -0.462 2.552 -2.235
O2 -0.355 3.496 -2.048
H19 5.427 0.196 0.517
H20 4.960 -0.372 -0.894
O3 5.285 0.393 -0.415
H21 -2.460 -1.432 -1.121
H22 -1.195 -0.855 -1.575
O4 -1.518 -1.446 -0.881
H23 1.675 2.891 -0.993
H24 2.395 3.088 -2.348
O5 2.420 2.575 -1.524
H25 -1.714 3.164 -0.901
H26 -2.238 2.850 0.509
O6 -2.492 2.825 -0.424
H27 -4.285 0.048 0.239
H28 -5.027 1.179 0.954
O7 -4.887 0.232 0.982
H29 0.385 0.258 -1.653
H30 1.228 1.425 -2.284
O8 0.402 0.900 -2.390
H31 -4.148 0.944 -1.861
H32 -3.072 1.320 -0.865
O9 -3.426 0.559 -1.354
H33 -3.155 0.842 3.088
H34 -3.340 -0.422 2.332
O10 -3.094 -0.115 3.211
H35 -1.218 -3.866 -1.817
H36 -1.673 -4.149 -0.438
O11 -0.882 -4.232 -0.987
H37 -1.808 0.041 4.542
H38 -0.385 -0.341 5.037
O12 -1.235 0.001 5.327

Cartesian forces (eV/Å) of the 2 atoms listed first:
C -2.19 2.41 0.27
N 3.30 -1.44 -0.13

Atom charges from the natural (NBO) analysis, given in e for atoms 1 to 5:
1 C -0.271
2 N -0.336
3 C -0.107
4 C -0.559
5 S 0.017